Record 1
The following is a DFT calculation (ωB97M-V with the def2-TZVPD basis set) of an isolated molecule of C6H9N at a distorted geometry.

Geometry as XYZ:
```
16
Properties=species:S:1:pos:R:3:forces:R:3:lowdin_charge:R:1
H 1.621 0.605 -0.093 0.2 -0.1 -0.1 0.1416
C 1.701 -0.159 -2.174 0.2 -0.3 -0.1 -0.1485
C -0.687 -0.665 1.958 -0.7 1.4 -1.0 -0.0208
C 1.014 0.319 -0.946 0.0 -0.2 0.4 -0.3108
H -1.806 0.356 0.367 -0.6 -0.7 1.0 0.1357
H 1.197 -0.885 -2.806 0.1 0.1 0.1 0.1047
H -1.012 -0.301 -1.426 0.2 0.4 0.2 0.1191
C -0.327 -0.137 -0.587 0.7 -0.1 -0.7 -0.0528
C -0.877 -0.187 0.675 -0.4 -0.1 0.8 -0.2141
C -1.442 -0.117 3.148 0.3 -0.4 0.1 -0.1738
N 1.103 1.160 -2.158 0.1 0.2 0.0 0.0215
H -2.122 0.752 3.044 0.3 -0.3 -0.4 0.0673
H -2.010 -0.954 3.588 0.1 0.3 -0.1 0.0642
H 2.780 -0.268 -2.103 -0.1 0.0 -0.1 0.1048
H -0.697 0.147 3.917 -0.2 -0.1 -0.2 0.0681
H 1.805 1.884 -2.025 -0.1 -0.1 0.0 0.0939
```
Positions in Å, forces in eV/Å.

Summary:
HOMO-LUMO gap (spin up / spin down), eV: 7.9 / 6.8
Energy above the lowest of the compared OMol25 structures with the same formula, charge and spin, eV: 6.175
E_HOMO (spin up / spin down), eV: -8.1484 / -7.3406

Record 2
The following is a DFT calculation (ωB97M-V with the def2-TZVPD basis set) of a cluster of 2 separate species, C12H12NO2S in total at a distorted geometry.

Geometry as XYZ:
```
28
Properties=species:S:1:pos:R:3:forces:R:3:lowdin_charge:R:1
O -2.814 0.513 2.606 1.3 -0.4 0.0 0.0822
C 0.523 -4.252 -0.067 -0.6 -1.5 0.5 -0.8851
S 1.201 -2.794 -0.477 1.0 2.3 -0.5 0.4062
H 1.031 -6.946 1.999 -0.1 0.1 -0.1 0.0930
H 0.505 2.669 2.564 0.0 -0.1 0.0 0.0848
H 0.850 -2.152 2.556 -0.1 0.0 -0.1 0.0982
H -1.846 -2.154 2.542 0.2 0.0 -0.1 0.1200
C -1.234 -8.069 0.967 -0.1 -0.1 0.0 -0.0988
C 0.173 -1.310 2.576 -0.7 -1.0 0.0 0.0231
C -1.671 0.078 2.571 0.1 0.8 -0.1 -0.4045
C -0.678 -4.702 -0.692 0.3 -0.4 0.5 -0.1568
H -1.039 2.663 3.454 0.1 0.0 -0.1 0.0892
C -0.621 -6.744 0.622 0.2 0.2 0.0 -0.3299
C 0.674 0.079 2.601 0.4 1.0 -0.2 -0.3854
O 1.819 0.508 2.659 -1.7 -0.5 0.0 0.0933
H -1.292 -8.714 0.081 0.0 0.0 0.2 0.0669
H -2.146 -6.264 -0.833 0.2 0.0 0.1 0.0982
N -0.500 0.858 2.540 0.0 0.6 0.2 -0.0338
C 0.561 -6.306 1.248 -0.6 -0.1 -0.3 -0.0932
C -1.172 -1.309 2.561 0.6 -0.7 0.2 0.0410
C -0.519 2.299 2.562 -0.2 0.2 0.0 -0.0270
H -0.644 -8.583 1.732 -0.1 0.0 -0.1 0.0611
H -1.040 2.683 1.681 0.1 0.0 0.1 0.0920
C 1.131 -5.088 0.916 -0.6 0.0 -0.4 -0.1645
H -1.141 -4.065 -1.443 0.1 -0.1 0.2 0.0780
C -1.229 -5.924 -0.347 0.4 -0.1 0.3 -0.0925
H -2.256 -7.941 1.344 0.1 -0.1 0.0 0.0665
H 2.049 -4.749 1.394 -0.2 0.0 -0.1 0.0779
```
Positions in Å, forces in eV/Å.

Summary:
HOMO-LUMO gap, eV: 4.8
Energy above the lowest of the compared OMol25 structures with the same formula, charge and spin, eV: 0.000
Total charge: -1
E_HOMO, eV: -2.7380

Record 3
The following is a DFT calculation (ωB97M-V with the def2-TZVPD basis set) of an isolated molecule of CH5OP at a distorted geometry.

Geometry as XYZ:
```
8
Properties=species:S:1:pos:R:3:forces:R:3:lowdin_charge:R:1
O -0.325 1.645 1.107 -0.3 -0.2 0.6 -0.4643
H -0.805 -1.509 0.188 1.5 0.7 0.0 0.0689
H -1.159 1.074 -0.933 -2.5 -0.4 -2.1 -0.0294
H 0.699 -1.110 1.116 0.1 0.3 -0.2 0.0460
H 0.780 -1.275 -0.714 -0.2 -0.1 0.6 0.0416
H 0.797 1.296 -0.815 2.7 0.6 -2.1 -0.0372
C 0.194 -0.940 0.164 -1.9 -0.7 -1.1 -0.2353
P -0.182 0.818 -0.114 0.6 -0.2 4.4 0.6096
```
Positions in Å, forces in eV/Å.

Summary:
HOMO-LUMO gap, eV: 11.0
Energy above the lowest of the compared OMol25 structures with the same formula, charge and spin, eV: 0.282
SMILES: C[PH2]=O
E_HOMO, eV: -10.1083

Record 4
The following is a DFT calculation (ωB97M-V with the def2-TZVPD basis set) of a cluster of 2 separate species, C3H7NO in total at a distorted geometry.

Geometry as XYZ:
```
12
Properties=species:S:1:pos:R:3:forces:R:3:lowdin_charge:R:1
C -1.285 1.054 0.250 -0.1 2.2 1.8 -0.1568
C -0.464 -0.087 0.795 2.5 2.1 -2.6 -0.0387
H -0.689 1.908 -0.124 -0.6 -0.3 0.6 0.1133
H 2.359 -0.390 -1.122 -0.6 0.9 -0.4 0.0834
H 2.354 -1.579 0.009 -0.1 -0.8 0.5 0.0820
H -0.668 -0.680 1.608 -0.3 -1.2 1.6 0.0755
H -1.747 -0.914 -0.750 -0.5 0.2 0.0 0.0993
O 1.571 0.086 0.686 -3.4 1.8 1.9 -0.1737
C -1.049 -0.117 -0.542 1.0 -2.7 -2.0 -0.2182
N 2.232 -0.604 -0.149 1.4 -1.7 -1.5 -0.0965
H -2.271 1.309 0.732 1.2 -0.3 -0.6 0.1199
H -0.344 0.012 -1.392 -0.4 -0.1 0.6 0.1105
```
Positions in Å, forces in eV/Å.

Summary:
HOMO-LUMO gap (spin up / spin down), eV: 8.5 / 8.9
Energy above the lowest of the compared OMol25 structures with the same formula, charge and spin, eV: 6.313
E_HOMO (spin up / spin down), eV: -7.5339 / -7.8949

Record 5
The following is a DFT calculation (ωB97M-V with the def2-TZVPD basis set) of a cluster of 2 separate species, C5H12N2O in total at a distorted geometry.

Geometry as XYZ:
```
20
Properties=species:S:1:pos:R:3:forces:R:3:lowdin_charge:R:1
C -1.773 -0.754 -1.559 1.2 0.0 -0.1 -0.0811
H -1.250 -1.514 -0.892 -1.3 0.7 -0.5 0.0940
C -0.983 0.550 -1.384 2.5 -4.4 -2.5 -0.4348
H -1.711 -1.185 -2.576 0.2 0.4 0.3 0.0788
C 0.516 0.210 -1.769 -1.6 0.7 -0.7 -0.0649
C 1.138 0.403 2.609 0.5 -1.9 -2.7 -0.1626
N 0.665 -0.325 1.574 3.7 -1.8 4.5 -0.1156
H 0.688 -0.496 -0.932 1.2 0.1 -0.9 0.0342
H 0.077 0.124 0.954 -2.1 1.1 -1.1 0.0643
H 1.136 1.102 -1.833 0.2 0.0 0.8 0.0576
C -1.479 1.553 -0.748 -0.3 1.7 0.1 -0.0054
H 2.807 -0.644 2.985 -1.2 1.1 0.1 0.1209
H -2.524 1.426 -0.529 -0.2 0.8 0.5 0.0620
O 2.311 0.176 3.267 -0.4 -1.3 -0.4 0.0243
H 0.681 -0.228 -2.821 -0.8 0.1 1.8 0.0993
H 0.679 1.323 2.817 -0.3 1.1 0.1 0.1092
H 1.805 -2.036 1.702 -1.9 1.4 -0.6 0.0308
H -2.811 -0.511 -1.412 -0.5 -0.6 0.7 0.0581
H -0.882 2.456 -0.682 -0.5 0.2 0.5 0.0694
N 0.911 -1.628 1.232 1.4 0.4 0.1 -0.0385
```
Positions in Å, forces in eV/Å.

Summary:
HOMO-LUMO gap (spin up / spin down), eV: 8.1 / 8.1
Energy above the lowest of the compared OMol25 structures with the same formula, charge and spin, eV: 5.520
E_HOMO (spin up / spin down), eV: -7.4454 / -7.4472

Record 6
The following is a DFT calculation (ωB97M-V with the def2-TZVPD basis set) of a structure of composition C3H6N2S at a distorted geometry.

Geometry as XYZ:
```
12
Properties=species:S:1:pos:R:3:forces:R:3:lowdin_charge:R:1
H -1.230 2.352 0.291 0.4 1.6 1.2 0.0186
C 0.352 -0.225 0.101 4.3 -0.2 0.3 -0.8218
H 0.126 -2.304 -0.184 2.0 -3.5 -0.7 0.1030
N -0.192 -1.431 -0.074 -0.2 2.1 -0.2 0.0497
N -1.491 1.563 -0.218 3.5 -2.3 -3.9 0.0306
C -0.951 0.343 0.459 -2.3 2.5 0.1 -0.3696
C -1.510 -0.992 -0.134 -2.1 3.0 -0.3 -0.1321
H -1.049 0.522 1.561 0.0 -0.8 -0.8 0.1653
H -2.193 -1.404 0.540 -1.3 -1.3 0.6 0.0946
S 1.966 0.263 -0.031 -2.0 -0.3 0.1 0.5586
H -1.964 -0.683 -1.132 0.6 -1.0 1.0 0.1439
H -0.705 1.624 -1.095 -3.0 0.2 2.6 0.1590
```
Positions in Å, forces in eV/Å.

Summary:
HOMO-LUMO gap, eV: 8.9
Energy above the lowest of the compared OMol25 structures with the same formula, charge and spin, eV: 2.368
E_HOMO, eV: -8.5152

Record 7
The following is a DFT calculation (ωB97M-V with the def2-TZVPD basis set) of a structure of composition C5H11N2O at a distorted geometry.

Geometry as XYZ:
```
19
Properties=species:S:1:pos:R:3:forces:R:3:lowdin_charge:R:1
H -1.855 -0.689 -0.551 2.6 1.6 0.0 0.2335
C 0.145 -0.338 0.151 3.2 0.8 -1.2 -0.2534
H 1.359 -1.435 -1.562 -0.4 -0.6 -4.0 0.0445
H -2.538 1.395 -1.344 0.0 -0.1 -0.1 0.1043
H -1.067 2.131 -0.673 -0.4 0.6 0.8 0.0977
H 1.971 -2.051 0.008 0.1 0.0 -0.4 0.1126
N -1.025 0.064 -0.687 -3.4 -3.1 -2.2 0.0222
H 3.149 0.529 -0.446 1.2 -0.1 -0.3 0.1480
H 0.563 -0.866 2.109 -0.5 -0.6 -0.5 0.1317
C -1.820 1.369 -0.527 0.6 -1.0 0.3 0.0459
H -2.375 1.212 0.416 0.6 1.1 -0.3 0.1161
H -0.891 -0.079 -1.717 0.6 0.4 1.0 0.1888
C 1.270 0.765 0.293 -1.6 0.8 -0.9 -0.4707
H -0.783 -1.790 1.317 -0.2 -0.4 0.4 0.0978
O 1.160 1.911 0.663 0.2 -0.9 0.0 0.1124
C 1.704 -1.226 -0.650 -2.1 3.1 6.0 0.1182
H -0.932 -0.165 2.023 -0.8 0.7 -0.2 0.0970
C -0.325 -0.821 1.431 1.4 -1.0 2.0 -0.0425
N 2.289 0.082 -0.253 -1.1 -1.2 -0.4 0.0959
```
Positions in Å, forces in eV/Å.

Summary:
HOMO-LUMO gap, eV: 10.2
Energy above the lowest of the compared OMol25 structures with the same formula, charge and spin, eV: 3.727
Total charge: +1
E_HOMO, eV: -13.9144

Record 8
The following is a DFT calculation (ωB97M-V with the def2-TZVPD basis set) of an isolated molecule of C2H3N5O at a distorted geometry.

Geometry as XYZ:
```
11
Properties=species:S:1:pos:R:3:forces:R:3:lowdin_charge:R:1
C -0.696 -0.659 -0.087 -1.3 2.0 1.1 -0.3962
H -0.262 1.440 0.633 -2.0 -2.8 -3.2 0.2335
H 2.695 -0.898 0.253 -2.2 -1.9 -0.3 0.1089
H 2.649 1.140 -0.611 -0.9 -1.5 1.7 0.0579
N 1.770 0.766 -0.140 -2.4 -3.5 -0.8 -0.0071
N -0.903 0.763 -0.148 1.5 1.3 3.5 0.0440
C 1.603 -0.609 0.071 2.6 5.3 -0.6 -0.2027
N -2.877 -0.331 -0.077 1.1 -0.7 0.4 0.0622
O -2.308 0.995 0.149 1.3 -3.2 -1.4 -0.1049
N -2.026 -1.257 -0.182 -0.4 3.4 0.2 0.1083
N 0.355 -1.351 0.138 2.7 1.7 -0.6 0.0961
```
Positions in Å, forces in eV/Å.

Summary:
HOMO-LUMO gap, eV: 8.7
Energy above the lowest of the compared OMol25 structures with the same formula, charge and spin, eV: 6.687
SMILES: [H]/N=C/N=c1/nno[nH]1
E_HOMO, eV: -9.5962